Record 1
C42H36FP2Y as an isolated structure at a distorted geometry. Source: the Open Molecules 2025 dataset; level of theory: ωB97M-V/def2-TZVPD.

The geometry in XYZ format:
```
82
C42H36FP2Y, DFT ωB97M-V/def2-TZVPD
H 2.383 0.743 -1.773
C -3.243 -4.928 0.308
P -0.172 -2.305 -1.920
H -4.653 -3.321 -0.092
C 3.341 -4.367 -2.282
C 0.949 3.909 1.056
Y -1.152 0.370 -1.821
H 1.470 4.777 -3.070
C 2.147 3.920 -3.060
H 5.104 2.828 -4.375
C -1.473 -0.239 2.839
C -0.968 4.888 -0.101
C 2.668 1.650 -2.314
C -1.031 -4.626 -0.639
C -3.376 1.565 -2.157
C 0.615 0.355 1.080
H -3.155 -2.060 -1.551
H 5.031 -4.395 -0.937
H 3.805 -5.022 -3.016
H -2.277 -0.471 3.537
H -0.857 -1.139 -7.425
C 0.566 -1.384 -5.822
C -1.587 -2.406 -4.345
C 4.023 -4.019 -1.113
H 1.836 3.275 1.030
C -1.775 -1.982 -5.658
C -0.187 0.002 3.311
H 1.648 -2.041 0.336
H 1.532 -4.156 -3.439
C -1.165 2.435 -3.688
C 2.133 -2.680 -0.404
C 1.817 2.786 -2.297
H -4.223 1.202 -1.572
C -3.183 1.119 -3.483
C -3.648 -3.711 -0.264
H 1.871 0.470 2.866
H -2.705 -0.409 1.066
H -1.615 -6.350 0.510
C -2.467 2.469 -1.588
C 0.104 3.971 -0.077
H -3.846 0.371 -3.922
H 3.938 -2.912 0.740
C -1.238 2.753 -2.298
C 0.875 0.296 2.463
C 3.840 1.674 -3.058
H -1.556 5.001 -1.012
H 4.493 0.798 -3.058
C -0.524 5.442 2.214
P 0.294 2.714 -1.325
C 2.060 -3.873 -2.526
H -2.416 -2.831 -3.775
H -2.242 1.609 -5.368
C 0.768 -1.797 -4.509
H -2.768 -2.042 -6.105
H 3.588 4.806 -4.394
C 0.605 4.611 2.205
C -2.778 -2.972 -1.063
C 1.455 -3.007 -1.600
H 0.004 -4.955 -0.754
C -0.703 -1.473 -6.398
F 0.050 -0.076 4.663
H -0.284 2.744 -4.260
H -0.815 5.959 3.128
H 0.612 0.039 -2.618
H -3.934 -5.511 0.924
C 4.180 2.814 -3.797
C -1.939 -5.395 0.093
H 0.278 0.596 -3.154
H 1.402 -0.975 -6.390
H 1.765 -1.719 -4.065
C 3.330 3.926 -3.802
C -2.197 1.711 -4.283
H 1.452 0.586 0.415
H 1.212 4.498 3.102
C -1.281 5.609 1.050
C -0.326 -2.261 -3.737
C -1.700 -0.188 1.445
C -1.437 -3.408 -1.210
C 3.412 -3.178 -0.176
H -2.133 6.289 1.042
H -2.626 2.888 -0.593
C -0.662 0.142 0.589
```

For the maximum force, the calculation gives 4.19 eV/Å. Its net charge is +2. The calculation puts the LUMO energy at -7.01 eV. The value obtained for the energy above the lowest of the compared OMol25 structures with the same formula, charge and spin is 13.0 kcal per mole. As for the orbital gap: 6.310 eV. For the HOMO energy, the calculation gives -13.32 eV.

Record 2
C42H37BN9PdS as an isolated structure at a distorted geometry. Source: the Open Molecules 2025 dataset; level of theory: ωB97M-V/def2-TZVPD.

The geometry in XYZ format:
```
91
C42H37BN9PdS, DFT ωB97M-V/def2-TZVPD
C 9.758 7.024 11.663
C 11.099 6.624 11.603
C 16.303 12.043 12.969
H 12.579 17.333 16.257
C 11.683 13.916 9.526
C 8.352 14.293 12.784
C 12.970 16.655 15.461
C 10.619 14.925 12.535
H 8.944 6.435 11.210
C 12.618 15.299 15.216
H 18.579 15.496 12.216
H 15.508 18.292 13.966
H 13.887 18.716 13.450
C 8.796 13.009 13.075
H 14.351 18.873 15.201
H 18.032 15.869 13.886
N 14.450 15.529 11.333
H 8.931 16.185 12.118
C 10.744 11.363 13.288
C 10.217 15.179 15.853
C 10.514 14.473 9.104
C 10.474 12.554 16.779
H 13.343 16.405 8.437
H 10.604 11.555 17.174
C 15.898 7.820 12.367
H 8.208 14.975 16.400
H 19.279 14.617 13.587
C 11.454 14.569 15.789
C 17.550 12.670 13.166
C 9.666 12.324 8.390
C 9.292 15.239 12.434
C 12.026 7.510 12.139
N 12.033 11.222 13.240
H 18.546 12.266 13.234
C 14.481 16.355 10.239
H 8.889 10.391 13.351
N 13.452 14.779 14.302
H 10.163 16.236 15.616
H 16.698 10.079 14.824
C 14.488 18.297 14.293
H 8.064 12.297 13.411
H 11.371 5.684 11.129
C 9.404 8.234 12.274
C 13.964 16.945 14.545
C 15.390 17.559 10.050
H 10.386 15.537 9.185
N 11.026 13.686 12.812
H 16.313 17.454 10.562
C 9.140 14.468 16.349
B 15.240 15.528 12.703
H 12.799 12.082 9.613
H 8.377 8.505 12.190
C 15.784 10.087 11.604
H 13.074 7.251 12.120
C 10.158 12.734 13.086
C 17.312 14.023 13.090
H 8.354 12.800 17.282
C 12.854 14.773 9.981
C 16.044 10.603 12.864
H 15.638 10.707 10.709
H 11.454 15.648 12.432
C 11.856 12.569 9.338
N 9.912 10.260 13.402
Pd 13.178 13.134 12.817
C 18.362 15.062 13.207
H 14.887 18.424 10.460
N 15.975 14.202 12.944
N 13.454 14.562 11.147
H 8.912 11.733 7.965
C 16.344 9.719 13.869
C 10.892 11.776 8.735
C 15.639 8.742 11.350
C 10.323 9.053 12.864
S 12.829 9.752 13.624
H 12.561 12.708 16.172
N 15.369 12.972 12.889
H 15.787 6.754 12.152
C 11.686 8.708 12.777
C 16.220 8.317 13.600
H 15.598 17.721 9.031
C 11.582 13.226 16.280
H 16.043 16.367 12.563
C 9.257 13.196 16.875
C 13.475 15.927 9.391
H 11.085 10.731 8.643
H 15.341 8.468 10.345
H 8.665 14.202 8.217
H 16.467 7.620 14.459
N 14.278 15.813 13.895
H 7.314 14.530 12.805
C 9.542 13.679 8.536
```

As for the expectation value of S²: 2.005. For the maximum force, the calculation gives 2.79 eV/Å. Its net charge is +1. The calculation puts the LUMO energy (spin up / spin down) at -3.07 / -3.94 eV. As for the spin multiplicity: 3. The value obtained for the energy above the lowest of the compared OMol25 structures with the same formula, charge and spin is 0.0 kcal per mole. As for the orbital gap (spin up / spin down): 7.333 / 6.489 eV. For the HOMO energy (spin up / spin down), the calculation gives -10.41 / -10.43 eV.

Record 3
C42H37IIrNO7P4 as an isolated structure at a distorted geometry. Source: the Open Molecules 2025 dataset; level of theory: ωB97M-V/def2-TZVPD.

The geometry in XYZ format:
```
93
C42H37IIrNO7P4, DFT ωB97M-V/def2-TZVPD
H 0.056 7.417 1.749
C 2.402 -2.564 1.723
H -3.709 -1.620 2.273
C -0.894 2.117 -1.810
H 4.411 -2.336 1.131
H -0.559 6.995 -0.608
O 3.802 0.694 1.517
C 0.174 4.037 1.744
H -2.005 2.457 -5.496
O 1.378 0.878 2.164
C -4.004 -4.505 -0.609
P -0.943 -1.073 -0.073
C 4.430 -0.695 -0.859
C -3.766 0.242 1.174
C -2.186 -3.543 0.642
H -2.537 2.478 0.606
C 3.519 -3.565 -0.510
O 2.956 2.852 2.568
H 3.927 1.246 4.348
C -0.357 6.164 0.058
C -5.982 0.801 0.342
C -5.663 -1.229 1.540
P -0.308 2.037 -0.100
C 2.551 -4.690 -0.405
H -7.559 -0.614 0.716
H -3.498 1.379 -3.845
O 4.830 3.287 0.932
I 4.040 1.169 -1.747
C 5.874 -2.765 -0.872
H 3.728 -2.479 -2.445
H 0.411 3.211 2.407
O 2.395 3.164 0.127
C -0.430 2.799 -4.076
H 5.380 -4.801 -0.732
C -0.164 3.789 0.410
C -1.819 1.798 1.042
H 0.400 -2.418 2.320
C 3.442 -2.458 0.658
H 1.355 -1.967 -2.853
C -1.402 -0.494 1.619
C -2.158 -2.444 -0.218
H -3.040 -1.546 -1.951
H 0.957 3.006 -2.442
C -3.984 -3.419 -1.471
C -6.511 -0.374 0.848
H -0.265 -3.220 -1.448
C -4.636 1.112 0.500
H 0.236 3.250 -4.802
H -4.283 2.043 0.080
H -4.680 -3.371 -2.301
H -6.620 1.498 -0.190
H -2.789 1.147 -1.499
H -1.478 -3.609 1.464
C 5.613 -1.301 -1.008
C -0.432 4.863 -0.429
H -6.048 -2.148 1.968
O 3.135 0.821 3.992
C 1.697 -1.042 -0.667
H 0.552 5.506 3.250
H -0.544 -0.030 2.100
O 3.240 5.177 1.517
H 2.894 -5.689 -0.147
H -1.760 -1.293 2.261
C 3.086 -2.523 -1.572
H -3.118 -5.412 1.129
C 1.633 -2.167 -1.817
C 1.115 -2.321 1.507
H 6.459 -0.711 -1.343
C -3.103 -4.565 0.451
H -1.463 2.245 1.966
P 3.324 3.752 1.207
C 5.005 -3.781 -0.718
H -0.708 4.704 -1.463
H 2.745 -2.854 2.712
C 3.207 -1.436 -0.466
N -2.400 0.521 1.334
C -4.320 -0.928 1.708
C -0.012 6.401 1.378
P 2.816 1.270 2.512
Ir 1.868 1.020 0.044
H -4.712 -5.311 -0.765
H 4.896 2.319 1.032
C 1.259 -4.431 -0.611
C 0.707 -3.073 -0.987
C 0.255 5.331 2.223
C -0.029 2.673 -2.754
H 0.532 -5.234 -0.524
H 6.917 -3.033 -1.004
C 0.675 -1.934 0.136
C -2.132 1.632 -2.212
C -1.687 2.350 -4.465
C -2.529 1.754 -3.538
C -3.061 -2.395 -1.275
```

For the maximum force, the calculation gives 2.06 eV/Å. Its net charge is 0. The calculation puts the LUMO energy at -1.19 eV. The value obtained for the energy above the lowest of the compared OMol25 structures with the same formula, charge and spin is 194.6 kcal per mole. As for the orbital gap: 6.467 eV. For the HOMO energy, the calculation gives -7.65 eV.

Record 4
C42H38IN5NaO3Te as an isolated structure at a distorted geometry. Source: the Open Molecules 2025 dataset; level of theory: ωB97M-V/def2-TZVPD.

The geometry in XYZ format:
```
91
C42H38IN5NaO3Te, DFT ωB97M-V/def2-TZVPD
H 3.608 -0.935 -3.387
H -2.577 -4.103 1.434
H -4.328 3.737 -1.952
C 2.091 -4.184 2.137
H 1.030 -6.562 3.939
C 1.447 -6.483 2.933
C -1.217 4.492 -1.307
H 1.046 -7.314 2.351
C 1.174 1.345 2.256
C -1.630 -1.625 -2.224
C 1.508 2.122 3.360
C -4.422 3.134 -1.057
O 2.284 1.889 -1.034
C -2.245 4.507 -4.740
O -2.749 -0.444 1.628
H 0.042 0.223 5.733
C 4.014 0.517 -1.894
H 1.198 -3.229 -1.313
N -1.282 3.057 -3.290
H 3.839 -2.352 1.821
H -2.272 -0.810 -1.922
C -0.757 -1.499 3.906
H -0.114 3.796 1.587
C -5.567 2.549 0.971
C 0.004 -3.717 -3.013
N -0.575 3.640 -0.481
H -0.138 -2.386 3.780
H -2.700 4.966 -5.597
H -1.600 -1.573 3.223
C 1.794 -2.940 1.582
H 0.653 -4.534 -3.311
C -1.161 5.482 0.687
H -6.226 4.083 -0.382
H -6.385 2.699 1.668
H 2.709 -0.998 1.885
C -1.513 4.238 -2.644
H -2.627 2.059 -1.467
H -0.953 -5.608 1.984
C -2.482 0.362 0.717
C -0.509 -1.928 -1.460
C 0.443 0.164 2.373
H -2.818 -2.105 -3.944
H -4.650 0.963 2.117
H 2.526 -6.619 3.014
C 4.383 -0.489 -2.781
C -1.732 3.263 -4.550
H 1.496 1.687 1.276
H 1.342 2.304 5.499
C -1.127 -3.413 -3.760
Na 0.138 1.703 -1.636
H 7.043 1.135 -0.501
H 3.113 -4.390 2.442
N -2.188 5.143 -3.480
C 0.306 -2.974 -1.881
C 2.546 0.943 -1.802
C 1.120 -5.159 2.304
C 2.918 -1.951 1.396
C -1.925 -3.429 0.878
H -2.029 -3.651 -0.185
C -0.503 -3.632 1.319
H -1.982 6.129 -3.420
H -2.271 -2.408 1.044
C 1.104 1.714 4.620
H 5.985 -1.691 -3.556
C 6.298 0.683 -1.141
C -0.169 -4.863 1.878
Te 0.184 -0.691 0.301
H -1.366 -3.985 -4.650
N -1.385 0.466 -0.001
O 1.741 0.272 -2.485
C -3.455 2.177 -0.784
H -1.344 6.215 1.448
C -3.535 1.401 0.364
C 0.373 0.544 4.749
H 2.068 3.040 3.222
H 3.100 -1.734 0.339
C -1.938 -2.362 -3.363
C 0.488 -2.657 1.196
N -1.555 5.667 -0.646
H -2.344 6.228 -0.917
I 8.610 -0.981 -2.101
C 5.703 -0.911 -2.863
C 6.649 -0.314 -2.039
C 0.033 -0.246 3.650
C -5.478 3.326 -0.176
H -1.125 -1.492 4.934
C 4.973 1.097 -1.079
C -0.556 4.268 0.726
C -4.603 1.588 1.235
H -1.676 2.479 -5.289
H 4.656 1.876 -0.398
```

As for the expectation value of S²: 0.767. For the maximum force, the calculation gives 1.01 eV/Å. Its net charge is -2. The calculation puts the LUMO energy (spin up / spin down) at 3.22 / 3.21 eV. As for the spin multiplicity: 2. The value obtained for the energy above the lowest of the compared OMol25 structures with the same formula, charge and spin is 0.0 kcal per mole. As for the orbital gap (spin up / spin down): 2.380 / 5.215 eV. For the HOMO energy (spin up / spin down), the calculation gives 0.84 / -2.00 eV.

Record 5
A 5-piece molecular cluster, C42H38N5O12P overall at a distorted geometry. Source: the Open Molecules 2025 dataset; level of theory: ωB97M-V/def2-TZVPD.

The geometry in XYZ format:
```
98
C42H38N5O12P, DFT ωB97M-V/def2-TZVPD
H -1.215 9.949 -3.842
C 3.567 2.193 1.937
N 5.679 -2.781 2.879
H -2.709 -8.579 -1.863
H 0.863 6.142 -1.567
C -2.910 -7.564 0.022
H -0.719 -4.425 2.521
C 0.153 5.536 -2.111
C -0.831 3.393 -2.571
H -2.821 -4.167 3.588
H -1.465 -1.447 3.507
O 2.051 -4.747 0.425
H 5.598 -8.010 3.764
C -5.425 -8.673 0.150
C -0.137 -0.386 0.320
O -4.886 12.715 -5.102
H 0.732 3.720 -1.141
C 2.653 0.239 0.258
H -0.236 -5.429 -1.264
C 4.432 1.243 1.457
H -2.377 3.363 -4.059
H 0.545 13.854 -4.080
H 4.117 -7.024 2.046
H -0.274 -4.803 4.154
C 4.809 -5.027 2.378
C 1.783 1.184 0.773
H -2.879 -1.627 4.518
H -2.036 -3.590 5.098
H -1.145 -4.075 0.177
H -4.275 -2.432 2.762
C 4.787 -6.392 2.613
H -3.621 -0.876 2.308
H 3.983 2.948 2.597
H -0.889 2.330 -2.379
C 0.722 -1.345 -0.203
H -5.619 -7.644 2.023
C 6.486 -6.133 4.301
H -3.368 -6.649 1.914
C 0.365 -2.682 -0.278
H 7.137 -6.566 5.049
H -2.029 -0.013 1.201
C -2.369 -2.050 3.641
H 0.751 11.433 -3.616
C -0.203 11.847 -3.917
C -0.650 -3.991 3.522
C -3.343 -8.376 -1.012
H -4.959 -9.575 -1.741
H -3.392 10.896 -4.511
C 0.339 1.044 0.371
C 6.515 -4.768 4.069
H 1.842 -4.133 1.144
P 1.543 -3.959 -0.972
C 0.081 4.174 -1.872
C -2.532 11.544 -4.417
C -4.980 -7.848 1.175
H -6.412 -9.114 0.203
H 0.080 -4.476 -2.533
C -0.889 -3.022 0.219
N -1.562 -6.990 -0.036
H 7.188 -4.139 4.633
O -0.374 1.993 0.094
O -3.989 14.661 -5.273
O -1.422 8.023 -4.091
H -2.261 5.785 -4.488
N -0.641 7.547 -3.285
C -1.729 -2.093 0.762
O -0.880 -7.227 -1.015
C -1.670 3.973 -3.514
C -1.606 5.336 -3.756
C -0.318 13.208 -4.176
H 4.621 -0.512 0.188
H 0.066 -3.164 3.499
C -3.714 -7.289 1.114
H 4.158 -4.603 1.629
C 3.982 0.263 0.595
H -1.627 14.799 -4.755
C -3.349 -1.926 2.472
C -1.362 -0.766 0.795
C -1.307 11.014 -4.042
C -4.609 -8.934 -0.943
C -2.634 12.902 -4.665
O 2.629 -1.166 -1.687
H 5.484 1.221 1.723
C 2.233 2.179 1.600
O 6.462 -2.110 3.519
N 0.545 -5.077 -1.847
O 0.178 8.195 -2.665
H 1.549 2.931 1.978
C 5.621 -6.944 3.576
O -1.196 -6.305 0.901
N -3.936 13.469 -5.043
O 4.900 -2.332 2.060
O -2.925 -2.550 1.255
C -2.039 -3.524 4.006
C -1.539 13.742 -4.554
C -0.697 6.102 -3.047
C 5.669 -4.231 3.113
C 2.079 -0.811 -0.665
```

For the maximum force, the calculation gives 2.00 eV/Å. Its net charge is 0. The calculation puts the LUMO energy at -1.04 eV. The value obtained for the energy above the lowest of the compared OMol25 structures with the same formula, charge and spin is 0.0 kcal per mole. As for the orbital gap: 7.073 eV. For the HOMO energy, the calculation gives -8.12 eV.